[1]
{
  "formula": "C17H49O11",
  "method": "the ωB97M-V functional and the def2-TZVPD basis",
  "elements": ["C", "O", "O", "O", "H", "C", "O", "H", "H", "H", "H", "C", "O", "H", "H", "H", "H", "C", "O", "H", "H", "H", "H", "C", "O", "H", "H", "H", "H", "C", "C", "C", "O", "H", "H", "H", "H", "H", "H", "H", "H", "C", "C", "C", "O", "H", "H", "H", "H", "H", "H", "H", "H", "C", "C", "C", "O", "H", "H", "H", "H", "H", "H", "H", "H", "C", "C", "C", "O", "H", "H", "H", "H", "H", "H", "H", "H"],
  "coordinates": [[0.068766, -0.186338, -0.464208], [-0.831234, -0.974338, -0.510208], [0.759766, 0.016662, 0.778792], [0.449766, 0.401662, -1.419208], [0.505766, -0.427338, 1.477792], [4.180766, -0.164338, -0.767208], [3.457766, 0.216662, 0.415792], [3.650766, -0.896338, -1.368208], [5.321766, -0.807338, -0.596208], [4.083766, 0.702662, -1.406208], [2.296766, 0.046662, 0.234792], [2.191766, 2.317662, -3.528208], [1.786766, 0.982662, -3.652208], [3.168766, 2.616662, -3.480208], [1.854766, 2.641662, -2.411208], [1.837766, 2.995662, -4.244208], [1.330766, 0.745662, -2.943208], [0.562766, -2.641338, -3.146208], [-0.272234, -2.905338, -2.223208], [1.100766, -1.841338, -2.894208], [-0.059234, -2.485338, -3.988208], [1.212766, -3.483338, -3.124208], [-0.259234, -2.158338, -1.486208], [-1.714234, 0.215662, -4.112208], [-2.289234, -0.137338, -2.833208], [-1.485234, -0.690338, -4.654208], [-0.771234, 0.509662, -3.832208], [-2.051234, 1.081662, -4.564208], [-1.700234, -0.371338, -2.211208], [-4.199234, 1.448662, 1.469792], [-3.100234, 1.765662, 0.382792], [-3.664234, 2.360662, -0.958208], [-2.369234, 2.829662, 1.006792], [-4.996234, 0.819662, 1.066792], [-4.858234, 2.345662, 1.774792], [-3.636234, 0.991662, 2.351792], [-2.523234, 0.909662, 0.303792], [-4.385234, 3.239662, -0.926208], [-4.145234, 1.639662, -1.327208], [-2.884234, 2.706662, -1.334208], [-1.478234, 2.780662, 0.588792], [1.791766, -4.908338, 2.041792], [1.638766, -4.226338, 0.675792], [2.265766, -2.835338, 0.650792], [2.365766, -5.000338, -0.244208], [1.473766, -5.954338, 1.909792], [1.186766, -4.549338, 2.666792], [2.652766, -4.824338, 2.356792], [0.617766, -4.335338, 0.313792], [2.132766, -2.578338, -0.253208], [3.192766, -2.855338, 0.782792], [1.867766, -2.108338, 1.304792], [1.675766, -5.468338, -0.694208], [-2.226234, -2.619338, 3.967792], [-2.043234, -1.672338, 2.825792], [-1.454234, -0.311338, 3.221792], [-1.089234, -2.202338, 1.966792], [-2.560234, -3.495338, 3.805792], [-2.960234, -2.223338, 4.621792], [-1.403234, -2.815338, 4.584792], [-2.905234, -1.586338, 2.267792], [-0.418234, -0.361338, 3.373792], [-2.050234, 0.188662, 3.827792], [-1.250234, 0.427662, 2.450792], [-1.452234, -1.970338, 1.091792], [2.194766, 4.477662, 0.168792], [1.081766, 3.636662, 0.702792], [0.256766, 4.431662, 1.889792], [0.085766, 3.256662, -0.222208], [2.811766, 4.699662, 1.018792], [1.747766, 5.463662, -0.440208], [3.046766, 3.997662, -0.350208], [1.259766, 2.618662, 1.066792], [-0.561234, 5.134662, 1.342792], [0.999766, 5.048662, 2.471792], [-0.460234, 3.809662, 2.400792], [0.337766, 2.550662, -1.014208]],
  "forces_ev_per_angstrom": [[0.7080, -0.2366, 2.7910], [-3.4262, -3.0589, 1.6038], [2.2316, 4.6171, -6.9731], [2.8032, 3.4927, -2.5096], [-2.6430, -4.2063, 5.1572], [0.8362, -1.6442, 0.6345], [-3.4258, -1.4551, -1.0246], [-0.3195, -0.5767, 0.1736], [-3.1959, 2.6826, -0.2003], [1.5369, 0.4027, -0.4452], [4.7939, 0.7734, 1.1117], [-3.0218, -0.0137, 4.6294], [4.1293, 1.7424, -6.0974], [3.3907, -0.7287, -0.0205], [0.3837, -0.0952, -2.5629], [-1.5510, 0.6760, -1.1951], [-3.1102, -1.5857, 5.0827], [1.6071, -1.5877, -3.4287], [-5.3022, 0.4012, 8.7129], [2.5873, 3.6233, 0.1565], [0.4770, 0.1632, -2.2622], [1.3214, -0.8502, -1.5716], [-0.7856, -2.2676, -1.9272], [1.0479, -2.5956, 3.1023], [-5.0799, 1.8281, -4.4544], [-0.8189, -0.0473, -0.9880], [2.7936, 0.9016, 0.3017], [-1.9024, 1.1777, -1.1164], [3.7761, -1.2767, 3.1203], [-0.1414, 0.5746, 0.0517], [-3.9235, 4.1131, 2.0584], [-3.3281, 2.2884, 7.6883], [1.3082, -0.7642, -0.2406], [0.3950, -0.7557, 0.0653], [1.7141, -0.8397, -0.2734], [-1.2490, 0.6108, -1.0159], [1.2421, -1.7076, -0.8769], [0.7682, -0.9670, 0.9974], [-3.3113, -5.6321, -4.2273], [6.6896, 2.5087, -4.5401], [-0.3373, 0.6337, 0.2888], [-4.8052, -3.6861, -8.1193], [0.4895, -0.1697, 1.6956], [-6.8654, -2.4824, 3.7973], [0.9904, -0.4294, -0.8975], [0.4658, 0.0820, 0.1110], [-5.0177, 3.2396, 5.1710], [8.8874, 0.5237, 2.9813], [-0.3944, 1.0694, 0.5109], [-1.0553, 2.6150, -6.7749], [8.0307, -0.6822, 1.4272], [-0.7465, 0.4479, 0.8016], [0.0297, -0.6324, -0.7546], [0.8923, 5.6460, 1.5767], [2.8198, 0.5951, 1.1374], [0.7962, -1.3841, -3.2634], [0.4404, -1.0602, -1.8420], [-2.4953, -6.3128, -2.4104], [-0.8521, 0.7779, 0.9346], [1.8694, 0.3661, 0.6510], [-2.4357, 0.4849, -0.7864], [1.4504, -0.9069, 2.0713], [-2.1146, 2.2872, 3.7444], [-1.2994, -0.1351, -1.3698], [1.1429, -0.2378, -0.2043], [0.1514, 1.6819, -1.3548], [-2.1718, -0.8857, 1.6215], [-0.1976, 1.5678, -3.2971], [-0.8743, -1.4776, -4.2692], [-0.1171, 1.2548, 0.8837], [1.4143, -2.6227, 1.7839], [-1.1799, -0.3186, -0.8897], [1.6906, 0.5551, 0.7805], [2.2791, -1.0778, 0.9553], [-1.1545, -0.8021, -0.2411], [0.5160, -0.5781, 0.7170], [-0.2478, 2.3689, 3.3454]],
  "e_homo_ev": -6.4,
  "homo_lumo_gap_ev": 9.24,
  "lumo_ev": 2.9,
  "charge": -1,
  "fmax_ev_per_a": 10.207,
  "relative_energy_ev": 12.8629,
  "total_energy_ev": -40935.88668
}

[2]
{
  "formula": "C17H50N10O9",
  "method": "the ωB97M-V functional and the def2-TZVPD basis",
  "elements": ["C", "O", "N", "N", "H", "H", "H", "H", "C", "O", "N", "N", "H", "H", "H", "H", "C", "O", "N", "N", "H", "H", "H", "H", "C", "O", "N", "N", "H", "H", "H", "H", "C", "O", "H", "H", "H", "H", "C", "O", "C", "C", "N", "C", "C", "O", "C", "H", "H", "H", "H", "H", "H", "H", "H", "H", "H", "H", "H", "H", "H", "H", "C", "O", "C", "C", "N", "C", "C", "O", "C", "H", "H", "H", "H", "H", "H", "H", "H", "H", "H", "H", "H", "H", "H", "H"],
  "coordinates": [[-3.421605, 3.143269, -2.995266], [-3.677163, 4.280635, -3.249267], [-3.481465, 2.101662, -3.904737], [-3.236659, 2.768524, -1.653273], [-3.042967, 1.254222, -3.645248], [-3.577886, 2.363757, -4.849348], [-2.733591, 3.440313, -1.044489], [-2.872062, 1.797260, -1.453580], [-1.013355, -3.081541, -0.611938], [-0.050739, -2.373189, -0.767459], [-2.168987, -3.063106, -1.304364], [-0.981758, -4.225735, 0.168420], [-2.449774, -2.267014, -1.864620], [-2.789936, -3.772226, -0.981242], [-0.041282, -4.448011, 0.460778], [-1.530371, -4.966940, -0.252842], [2.146078, 2.145432, 3.112913], [3.041918, 2.859048, 3.556117], [2.480970, 1.236689, 2.169703], [0.892591, 2.185461, 3.651811], [1.813670, 0.700957, 1.577849], [3.348838, 1.429966, 1.710777], [0.750657, 3.019297, 4.244636], [0.170568, 1.860542, 3.019056], [-0.613569, -0.153274, -3.532764], [-1.706505, -0.145828, -2.953042], [-0.559414, 0.185815, -4.861950], [0.609215, -0.459174, -2.941659], [-1.301777, 0.537192, -5.421645], [0.252122, -0.075758, -5.420960], [1.395724, -0.701915, -3.556563], [0.375021, -0.999295, -2.110772], [-1.429676, 0.039502, 1.125053], [-0.107141, -0.396358, 1.506143], [-2.229931, -0.697095, 1.397868], [-1.683461, 0.957669, 1.644586], [-1.508388, 0.255104, 0.078460], [-0.029446, -1.294523, 1.155641], [1.080141, -9.412348, 0.309944], [1.141746, -8.090532, 0.776760], [-0.158800, -7.696791, 1.361918], [0.086703, -6.788576, 2.536829], [0.924839, -5.667146, 2.183333], [1.226537, -4.694515, 3.244269], [2.308071, -3.753205, 2.764977], [3.485004, -4.500855, 2.552544], [4.468951, -3.853269, 1.757771], [2.139827, -9.580379, -0.026678], [0.423818, -9.508918, -0.556573], [0.851416, -10.082772, 1.104540], [-0.675833, -8.657128, 1.701617], [-0.736983, -7.149376, 0.630452], [0.584567, -7.319442, 3.387052], [-0.835746, -6.327578, 2.960097], [1.775513, -6.092010, 1.906454], [1.539455, -5.295348, 4.078581], [0.314194, -4.051397, 3.554043], [2.483045, -2.946724, 3.552021], [1.998400, -3.348633, 1.767828], [3.896223, -3.167609, 1.099080], [5.000455, -4.602593, 1.123350], [5.216342, -3.283779, 2.403101], [-2.410395, 8.006918, -2.757688], [-1.872016, 7.610961, -1.560238], [-0.762946, 8.358056, -1.104525], [-0.327846, 7.666236, 0.192998], [0.068746, 6.312969, -0.219104], [0.505869, 5.330054, 0.805584], [1.146643, 4.095364, 0.103476], [0.067704, 3.215364, -0.277886], [0.359672, 2.042538, -0.983714], [-1.724979, 7.948887, -3.630347], [-2.726905, 9.098388, -2.689485], [-3.312384, 7.430248, -2.901787], [-1.102629, 9.328766, -0.769118], [0.145116, 8.335846, -1.714313], [-1.209942, 7.676503, 0.863038], [0.439143, 8.110569, 0.767010], [-0.575397, 5.861258, -0.845150], [-0.327378, 5.040257, 1.431912], [1.223824, 5.815603, 1.434083], [1.805231, 3.611607, 0.817387], [1.772534, 4.453476, -0.799987], [0.883546, 1.222167, -0.323982], [0.938805, 2.210903, -1.905943], [-0.580374, 1.646618, -1.308334]],
  "forces_ev_per_angstrom": [[-0.3487, -1.3945, 1.2506], [-0.0176, 1.6998, -0.9801], [-0.1352, 0.9674, 1.4158], [1.5079, -1.6529, 0.7914], [0.4650, -0.9775, -0.0162], [-0.0815, 0.2162, -0.8688], [-0.7032, -0.3741, -0.9705], [-0.6339, 1.5262, -0.6351], [-0.5322, -2.5170, -0.7237], [0.9574, 1.7461, 0.3695], [-0.1676, 0.9790, -0.3468], [0.1286, 0.5855, 0.1005], [0.0223, -0.1774, 0.1591], [-0.9702, 0.3272, -0.3619], [0.0170, -0.6378, 0.3583], [0.5104, -0.1600, 0.5382], [1.5441, 0.8024, 1.0753], [-0.2101, 0.3742, 0.0784], [-1.3169, -1.5828, -1.7808], [-0.3957, 0.1358, -0.3118], [0.3618, 0.7111, 1.1248], [0.2933, 0.1349, 0.1586], [-0.0751, -0.9294, -0.8140], [-0.2295, 0.2437, 0.5006], [-0.1572, 0.2340, -1.0340], [0.8168, -0.0787, 0.4720], [1.8506, -0.5058, -0.5098], [-1.6453, 0.1380, -0.6779], [-0.8094, 0.0485, 0.3884], [-0.3347, 0.2897, 0.5286], [-0.7188, 0.0301, 0.7943], [0.8902, -0.3631, 0.1648], [-0.3845, -0.6611, 0.8723], [-0.9892, 0.1186, -0.1534], [0.7739, 0.3739, -0.1622], [0.2548, 0.1405, 0.2487], [0.1184, -0.0984, -0.7490], [0.2857, 0.1596, -0.1247], [2.2637, 0.7483, -1.2201], [-1.9583, 0.9021, 1.0312], [0.9866, -1.3829, 0.4056], [-0.0456, 0.7843, 1.9150], [-0.6641, 0.9296, -0.9040], [-1.4273, 0.1868, -0.3503], [0.1977, 0.5853, 0.3349], [0.4864, -0.5361, 0.0556], [-0.0032, 0.4814, 0.1204], [-1.0490, -0.3458, 0.1561], [-0.2098, -0.1856, 0.0792], [-0.3915, -0.7907, 0.5480], [0.3677, 1.3691, -0.4706], [-0.2661, -0.1490, -0.4698], [-0.4906, -0.1963, -0.4417], [0.1296, -0.7721, -0.4515], [1.2609, 0.0074, -0.4624], [0.3842, 0.2238, 1.0814], [1.2188, -1.2103, -0.6388], [-0.2648, -0.6648, -1.1280], [0.0176, 0.2271, 0.8249], [0.8235, -0.0358, 0.0719], [-0.3998, 0.4885, 0.6587], [-0.9202, -0.5947, -0.8460], [-0.6117, 2.1479, -0.9113], [1.1165, -0.5449, 0.6630], [0.3165, -0.4894, 1.9718], [-1.9266, -2.1812, -0.7972], [1.1556, -0.4584, 0.8219], [-0.1649, 0.4011, -1.9622], [-0.2721, 0.7994, -0.5431], [0.2373, 0.8062, 0.2614], [1.5134, -0.9980, 0.7874], [-0.2268, -0.3013, 0.4496], [0.2453, -0.9195, -0.1653], [-0.0554, -0.2940, -0.3237], [0.0698, 0.8205, -0.6507], [-0.5035, 0.2996, -0.7209], [0.0174, -0.1533, -0.0834], [1.2006, 0.7927, 0.1119], [-0.4631, 0.3147, -0.0519], [-0.2773, -0.5078, 0.3416], [0.6593, 0.1926, 0.3884], [0.1966, -0.3568, 0.0599], [-1.0575, -0.6009, 1.2021], [-0.7794, 1.5149, -1.1928], [0.1676, 0.1019, 0.3708], [-0.5459, -0.3271, -0.0970]],
  "e_homo_ev": -8.1,
  "homo_lumo_gap_ev": 8.31,
  "lumo_ev": 0.2,
  "charge": 0,
  "fmax_ev_per_a": 3.017,
  "relative_energy_ev": 0.0000,
  "smiles": "COCCNCCOC.COCCNCCOC.NC(N)=O.NC(N)=O.NC(N)=O.NC(N)=O.CO",
  "total_energy_ev": -51768.56223
}